# 1
Density functional theory data (ωB97M-V/def2-TZVPD) for C54H49GeN5O5PS3Ti as an isolated structure at a distorted geometry.

Computed properties:
- ⟨S²⟩: 0.76
- Gap between HOMO and LUMO (alpha / beta): 6.79 / 6.40 eV
- 2S+1: 2
- E_HOMO (alpha / beta): -7.183 / -7.333 eV
- Net charge: 0
- ΔE to the lowest compared entry with this formula, charge and spin: 0.2180 eV
- Max |F|: 1.91 eV Å⁻¹

Atoms and positions in Å:
Ti1 -0.72 0.93 -0.43
O1 0.75 1.18 0.58
C1 1.50 0.31 -0.21
C2 2.60 -0.45 0.44
C3 3.66 0.30 0.95
C4 4.76 -0.31 1.52
C5 4.82 -1.69 1.58
C6 3.77 -2.45 1.10
C7 2.64 -1.85 0.52
P1 1.19 -2.87 0.03
C8 1.73 -3.74 -1.47
C9 0.74 -4.38 -2.21
C10 1.05 -5.06 -3.38
C11 2.37 -5.09 -3.82
C12 3.36 -4.45 -3.10
C13 3.04 -3.78 -1.92
C14 1.28 -4.20 1.30
C15 1.56 -5.53 1.01
C16 1.54 -6.48 2.02
C17 1.26 -6.12 3.33
C18 0.99 -4.78 3.62
C19 0.99 -3.84 2.61
H1 3.60 1.38 0.90
H2 5.56 0.29 1.91
H3 5.68 -2.18 2.02
H4 3.81 -3.53 1.18
H5 -0.30 -4.32 -1.89
H6 0.27 -5.54 -3.95
H7 2.61 -5.61 -4.74
H8 4.38 -4.46 -3.45
H9 3.83 -3.27 -1.37
H10 1.79 -5.83 0.00
H11 1.75 -7.52 1.78
H12 1.25 -6.86 4.11
H13 0.76 -4.49 4.64
H14 0.78 -2.80 2.85
N1 -1.30 -0.64 1.03
C20 -2.75 -0.84 1.05
C21 -3.43 0.37 0.42
O2 -4.63 0.51 0.39
O3 -2.58 1.22 -0.14
H15 -0.79 -1.51 0.91
H16 -1.01 -0.20 1.91
H17 -3.14 -0.99 2.05
H18 -3.00 -1.70 0.43
S1 1.46 -0.21 -3.01
C22 1.07 0.15 -1.48
S2 -1.67 -1.02 -2.10
C23 -3.29 -0.68 -2.44
N2 -3.72 0.61 -2.59
C24 -5.00 0.94 -2.81
C25 -5.93 -0.05 -2.94
C26 -5.44 -1.36 -2.82
N3 -4.19 -1.67 -2.59
H19 -3.03 1.34 -2.44
H20 -5.23 1.99 -2.90
H21 -6.97 0.16 -3.12
H22 -6.12 -2.20 -2.92
O4 0.69 3.80 -0.96
C27 0.19 3.21 -1.91
O5 -0.78 2.32 -1.76
C28 0.65 3.45 -3.33
C29 -0.39 3.12 -4.40
Ge1 -1.89 4.38 -4.48
C30 -1.39 5.89 -5.62
C31 -1.73 7.20 -5.31
C32 -1.40 8.25 -6.15
C33 -0.71 8.00 -7.33
C34 -0.36 6.69 -7.66
C35 -0.71 5.65 -6.81
C36 -2.42 5.10 -2.75
C37 -3.62 4.74 -2.15
C38 -4.01 5.28 -0.93
C39 -3.19 6.20 -0.29
C40 -1.99 6.57 -0.87
C41 -1.60 6.02 -2.08
C42 -3.42 3.47 -5.30
C43 -4.64 4.14 -5.46
C44 -5.72 3.51 -6.05
C45 -5.61 2.21 -6.51
C46 -4.40 1.53 -6.38
C47 -3.32 2.16 -5.77
H23 1.51 2.78 -3.44
H24 1.02 4.47 -3.39
H25 -0.75 2.11 -4.21
H26 0.08 3.10 -5.38
H27 -2.27 7.42 -4.39
H28 -1.67 9.26 -5.89
H29 -0.44 8.81 -7.99
H30 0.17 6.49 -8.58
H31 -0.43 4.64 -7.09
H32 -4.28 4.05 -2.64
H33 -4.95 4.99 -0.48
H34 -3.49 6.63 0.66
H35 -1.34 7.28 -0.37
H36 -0.65 6.32 -2.52
H37 -4.74 5.16 -5.11
H38 -6.66 4.04 -6.16
H39 -6.45 1.72 -6.99
H40 -4.30 0.52 -6.75
H41 -2.39 1.62 -5.68
N4 -1.41 3.50 1.16
C48 -0.78 3.01 2.24
S3 -1.58 1.95 3.28
N5 0.49 3.46 2.35
C49 1.54 3.10 3.23
C50 1.34 2.66 4.53
C51 2.44 2.37 5.32
C52 3.73 2.53 4.85
C53 3.92 3.00 3.55
C54 2.83 3.28 2.75
H42 -2.34 3.16 0.96
H43 -0.89 3.94 0.41
H44 0.83 3.90 1.50
H45 0.34 2.54 4.92
H46 2.28 2.02 6.33
H47 4.58 2.31 5.47
H48 4.92 3.16 3.17
H49 2.97 3.65 1.74

Atomic partial charges in e from the Löwdin method, atoms 1 to 2:
1. Ti 0.9236
2. O -0.1921

---

# 2
Density functional theory data (ωB97M-V/def2-TZVPD) for C54H50CsO2P2S2 as an isolated structure at a distorted geometry.

Computed properties:
- Gap between HOMO and LUMO: 7.74 eV
- 2S+1: 1
- E_HOMO: -9.764 eV
- Net charge: +1
- ΔE to the lowest compared entry with this formula, charge and spin: 1.0074 eV
- Max |F|: 1.95 eV Å⁻¹

Atoms and positions in Å:
Cs1 -0.04 0.02 1.33
O1 0.17 0.87 -2.83
S1 0.64 -0.15 -1.86
C1 1.64 -1.20 -2.92
C2 2.57 -0.57 -3.72
C3 3.30 -1.24 -4.71
C4 3.05 -2.57 -4.90
C5 3.62 -3.56 -5.89
C6 2.87 -4.89 -5.60
C7 1.94 -4.57 -4.46
C8 1.04 -5.33 -3.77
C9 0.31 -4.73 -2.72
C10 0.45 -3.41 -2.35
P1 -0.51 -2.73 -0.92
C11 -2.04 -2.17 -1.77
C12 -2.83 -1.19 -1.16
C13 -4.01 -0.76 -1.75
C14 -4.42 -1.30 -2.96
C15 -3.65 -2.27 -3.58
C16 -2.47 -2.70 -2.99
C17 -1.06 -4.29 -0.11
C18 -2.39 -4.68 -0.01
C19 -2.73 -5.81 0.72
C20 -1.75 -6.56 1.36
C21 -0.42 -6.17 1.27
C22 -0.08 -5.03 0.55
C23 1.36 -2.59 -3.07
C24 2.10 -3.22 -4.10
C25 2.02 0.63 -0.97
C26 3.12 -0.13 -0.64
C27 4.32 0.44 -0.16
C28 4.41 1.80 -0.10
C29 5.55 2.72 0.26
C30 4.98 4.15 0.10
C31 3.54 3.95 -0.29
C32 2.53 4.84 -0.55
C33 1.25 4.34 -0.83
C34 0.96 2.99 -0.92
P2 -0.82 2.50 -1.05
C35 -1.36 3.69 -2.37
C36 -0.82 3.56 -3.65
C37 -1.18 4.44 -4.66
C38 -2.08 5.46 -4.42
C39 -2.62 5.60 -3.15
C40 -2.26 4.72 -2.14
C41 -1.51 3.34 0.44
C42 -2.90 3.29 0.56
C43 -3.55 3.76 1.69
C44 -2.80 4.26 2.75
C45 -1.42 4.26 2.67
C46 -0.77 3.81 1.53
C47 2.02 2.05 -0.78
C48 3.27 2.58 -0.41
H1 2.71 0.50 -3.58
H2 4.02 -0.70 -5.31
H3 4.70 -3.67 -5.75
H4 3.46 -3.22 -6.91
H5 3.56 -5.69 -5.33
H6 2.31 -5.23 -6.47
H7 0.86 -6.37 -4.02
H8 -0.38 -5.36 -2.17
H9 -2.52 -0.76 -0.22
H10 -4.61 0.00 -1.26
H11 -5.34 -0.96 -3.42
H12 -3.96 -2.69 -4.52
H13 -1.87 -3.45 -3.49
H14 -3.16 -4.12 -0.52
H15 -3.77 -6.12 0.79
H16 -2.01 -7.44 1.93
H17 0.36 -6.74 1.76
H18 0.96 -4.73 0.47
H19 3.08 -1.20 -0.80
H20 5.16 -0.20 0.08
H21 6.41 2.54 -0.39
H22 5.89 2.53 1.28
H23 5.51 4.71 -0.67
H24 5.07 4.73 1.02
H25 2.69 5.91 -0.50
H26 0.44 5.04 -0.97
H27 -0.11 2.78 -3.86
H28 -0.74 4.32 -5.65
H29 -2.37 6.14 -5.21
H30 -3.32 6.40 -2.95
H31 -2.68 4.87 -1.15
H32 -3.48 2.88 -0.26
H33 -4.63 3.75 1.74
H34 -3.30 4.63 3.64
H35 -0.83 4.63 3.51
H36 0.31 3.84 1.49
C49 -2.21 2.52 7.48
C50 -2.33 1.51 6.34
C51 -0.96 1.04 5.84
S2 -1.21 -0.23 4.56
O2 0.04 -0.30 3.74
C52 -1.22 -1.72 5.62
C53 0.15 -2.34 5.81
C54 1.03 -1.66 6.86
H37 -3.21 2.83 7.80
H38 -1.67 3.41 7.16
H39 -1.69 2.09 8.33
H40 -2.88 1.95 5.50
H41 -2.90 0.64 6.68
H42 -0.35 0.63 6.64
H43 -0.42 1.85 5.34
H44 -1.89 -2.42 5.11
H45 -1.69 -1.43 6.57
H46 0.67 -2.33 4.85
H47 0.01 -3.39 6.08
H48 1.41 -0.71 6.49
H49 1.89 -2.29 7.09
H50 0.48 -1.49 7.78

Atomic partial charges in e from the Löwdin method, atoms 1 to 2:
1. Cs 1.1888
2. O -0.5478

---

# 3
Density functional theory data (ωB97M-V/def2-TZVPD) for a 8-piece molecular cluster, C54H50N4O30Si overall.

Computed properties:
- Gap between HOMO and LUMO: 7.72 eV
- 2S+1: 1
- E_HOMO: -9.366 eV
- Net charge: 0
- SMILES: CC(=O)OCCCCCc1nnc([Si](C)(C)C)nn1.O=C1C=C(O)C(=O)C=C1O.O=C1C=C(O)C(=O)C=C1O.O=C1C=C(O)C(=O)C=C1O.O=C1C=C(O)C(=O)C=C1O.O=C1C=C(O)C(=O)C=C1O.O=C1C=C(O)C(=O)C=C1O.O=C1C=C(O)C(=O)C=C1O
- Max |F|: 0.51 eV Å⁻¹

Atoms and positions in Å:
C1 -4.46 1.13 4.38
C2 -3.50 1.32 3.24
O1 -3.86 1.51 2.11
O2 -2.19 1.40 3.54
C3 -1.59 0.35 4.32
C4 -0.69 -0.50 3.44
C5 -1.38 -1.13 2.22
C6 -1.65 -2.65 2.34
C7 -3.02 -2.98 2.95
C8 -3.05 -2.91 4.45
N1 -3.99 -2.15 5.03
N2 -3.99 -2.06 6.33
C9 -3.06 -2.73 7.03
Si1 -3.09 -2.53 8.92
C10 -3.13 -0.68 9.21
C11 -4.64 -3.29 9.60
C12 -1.53 -3.23 9.67
N3 -2.14 -3.51 6.45
N4 -2.12 -3.60 5.14
H1 -4.02 0.73 5.28
H2 -5.27 0.48 4.04
H3 -4.88 2.12 4.61
H4 -2.35 -0.26 4.81
H5 -1.01 0.83 5.12
H6 -0.27 -1.29 4.08
H7 0.16 0.11 3.11
H8 -0.73 -0.99 1.36
H9 -2.32 -0.63 1.99
H10 -1.60 -3.10 1.35
H11 -0.85 -3.11 2.93
H12 -3.76 -2.26 2.59
H13 -3.34 -3.98 2.65
H14 -2.32 -0.21 8.65
H15 -4.07 -0.27 8.84
H16 -3.01 -0.45 10.27
H17 -5.50 -2.65 9.37
H18 -4.59 -3.38 10.69
H19 -4.86 -4.28 9.20
H20 -1.39 -2.76 10.65
H21 -0.67 -2.96 9.05
H22 -1.55 -4.31 9.78
O3 0.63 3.07 -4.11
C13 0.18 2.14 -3.46
C14 -0.02 0.80 -3.98
C15 -0.55 -0.13 -3.17
O4 -0.77 -1.39 -3.53
C16 -0.93 0.17 -1.74
O5 -1.40 -0.75 -1.09
C17 -0.71 1.50 -1.22
C18 -0.19 2.43 -2.03
O6 0.05 3.68 -1.65
H23 0.26 0.60 -5.00
H24 -1.18 -1.82 -2.75
H25 -0.99 1.70 -0.19
H26 0.43 4.13 -2.44
O7 2.50 -0.99 -4.57
C19 3.00 -1.98 -5.06
C20 3.99 -1.96 -6.11
C21 4.49 -3.11 -6.57
O8 5.42 -3.20 -7.52
C22 4.06 -4.45 -6.03
O9 4.57 -5.44 -6.52
C23 3.07 -4.48 -4.96
C24 2.57 -3.32 -4.50
O10 1.66 -3.25 -3.55
H27 4.31 -1.00 -6.48
H28 5.59 -4.15 -7.65
H29 2.77 -5.44 -4.57
H30 1.43 -2.30 -3.47
O11 -8.04 -7.90 3.06
C25 -7.41 -7.21 3.84
C26 -5.97 -7.01 3.79
C27 -5.41 -6.23 4.73
O12 -4.11 -5.97 4.79
C28 -6.20 -5.56 5.83
O13 -5.56 -4.90 6.63
C29 -7.63 -5.75 5.86
C30 -8.21 -6.52 4.93
O14 -9.50 -6.77 4.86
H31 -5.41 -7.49 3.01
H32 -4.00 -5.39 5.57
H33 -8.20 -5.26 6.64
H34 -9.63 -7.36 4.09
O15 -4.97 0.96 -1.14
C31 -5.88 1.71 -1.43
C32 -6.88 1.42 -2.45
C33 -7.82 2.34 -2.70
O16 -8.78 2.19 -3.61
C34 -7.89 3.66 -1.97
O17 -8.79 4.42 -2.31
C35 -6.91 3.94 -0.95
C36 -5.96 3.02 -0.68
O18 -5.03 3.18 0.23
H35 -6.82 0.48 -2.97
H36 -9.30 3.01 -3.58
H37 -6.97 4.88 -0.43
H38 -4.50 2.36 0.28
O19 10.18 1.78 -2.72
C37 9.10 1.26 -2.95
C38 7.94 1.34 -2.09
C39 6.82 0.72 -2.46
O20 5.70 0.72 -1.75
C40 6.72 -0.07 -3.75
O21 5.65 -0.60 -3.98
C41 7.87 -0.13 -4.62
C42 8.99 0.50 -4.25
O22 10.12 0.51 -4.97
H39 8.03 1.90 -1.17
H40 5.05 0.20 -2.27
H41 7.79 -0.68 -5.55
H42 10.76 1.04 -4.44
O23 8.44 0.48 -7.66
C43 8.55 1.32 -8.54
C44 7.85 1.28 -9.81
C45 8.06 2.26 -10.70
O24 7.48 2.32 -11.88
C46 9.00 3.41 -10.42
O25 9.12 4.24 -11.31
C47 9.68 3.47 -9.15
C48 9.48 2.49 -8.26
O26 10.06 2.45 -7.07
H43 7.18 0.45 -9.99
H44 7.82 3.13 -12.31
H45 10.34 4.30 -8.96
H46 9.79 1.63 -6.61
O27 0.76 8.49 3.35
C49 1.20 7.80 2.44
C50 0.91 6.40 2.25
C51 1.48 5.75 1.22
O28 1.29 4.48 0.94
C52 2.42 6.44 0.25
O29 2.87 5.76 -0.64
C53 2.70 7.85 0.44
C54 2.13 8.49 1.47
O30 2.31 9.78 1.74
H47 0.24 5.91 2.94
H48 1.82 4.28 0.15
H49 3.36 8.34 -0.26
H50 1.78 9.96 2.54

Atomic partial charges in e from the Löwdin method, atoms 1 to 2:
1. C 0.0211
2. C -0.5205

---

# 4
Density functional theory data (ωB97M-V/def2-TZVPD) for C54H50N4O7Pb as an isolated structure.

Computed properties:
- Gap between HOMO and LUMO: 5.21 eV
- 2S+1: 1
- E_HOMO: -12.118 eV
- Net charge: +2
- ΔE to the lowest compared entry with this formula, charge and spin: 4.6763 eV
- Max |F|: 0.44 eV Å⁻¹

Atoms and positions in Å:
Pb1 -1.51 0.28 1.23
C1 4.52 1.50 8.75
O1 3.40 0.68 8.44
C2 2.92 0.70 7.18
C3 1.80 -0.11 6.95
C4 1.25 -0.18 5.70
C5 1.77 0.58 4.64
C6 2.88 1.38 4.88
C7 3.47 1.43 6.13
C8 1.14 0.51 3.31
C9 1.13 -0.88 2.74
C10 2.05 -1.86 3.26
C11 1.89 -2.98 2.51
C12 0.90 -2.70 1.51
N1 0.41 -1.38 1.73
C13 0.61 -3.53 0.43
C14 -0.47 -3.05 -0.50
C15 -1.22 -3.64 -1.71
C16 -1.83 -2.88 -2.66
C17 -1.96 -1.40 -3.02
C18 -1.76 -0.39 -2.12
C19 -2.38 -1.14 -4.41
C20 -3.54 -1.72 -4.93
C21 -3.93 -1.48 -6.23
C22 -3.15 -0.66 -7.06
O2 -3.61 -0.50 -8.31
C23 -2.85 0.31 -9.20
C24 -1.97 -0.10 -6.56
C25 -1.60 -0.35 -5.25
C26 -1.73 1.09 -2.04
N2 -1.50 1.58 -0.84
C27 -1.22 2.93 -0.96
C28 -0.63 3.69 0.02
C29 -0.49 5.13 -0.20
C30 -1.59 5.89 -0.62
C31 -1.48 7.24 -0.87
C32 -0.24 7.88 -0.71
O3 -0.23 9.19 -0.98
C33 0.98 9.92 -0.79
C34 0.87 7.14 -0.30
C35 0.73 5.79 -0.04
C36 -0.05 3.14 1.27
C37 0.43 3.92 2.40
C38 0.89 3.04 3.32
C39 0.74 1.71 2.75
N3 0.13 1.86 1.51
C40 -1.41 3.28 -2.36
C41 -1.72 2.15 -3.03
N4 -1.37 -0.88 -0.84
C42 1.33 -4.76 0.17
C43 2.73 -4.83 0.30
C44 3.41 -6.00 0.02
C45 2.70 -7.15 -0.35
O4 3.25 -8.33 -0.61
C46 4.67 -8.48 -0.49
C47 1.30 -7.09 -0.47
C48 0.64 -5.91 -0.24
H1 4.70 1.35 9.81
H2 4.30 2.55 8.56
H3 5.40 1.19 8.19
H4 1.39 -0.67 7.78
H5 0.39 -0.82 5.53
H6 3.32 1.94 4.07
H7 4.35 2.04 6.28
H8 2.73 -1.71 4.07
H9 2.41 -3.91 2.64
H10 -1.37 -4.70 -1.78
H11 -2.34 -3.48 -3.41
H12 -4.16 -2.36 -4.31
H13 -4.83 -1.91 -6.63
H14 -3.39 0.30 -10.14
H15 -1.85 -0.11 -9.35
H16 -2.77 1.33 -8.83
H17 -1.34 0.50 -7.19
H18 -0.67 0.07 -4.88
H19 -2.55 5.41 -0.73
H20 -2.33 7.83 -1.17
H21 0.74 10.95 -1.01
H22 1.76 9.57 -1.47
H23 1.32 9.83 0.24
H24 1.84 7.61 -0.19
H25 1.61 5.23 0.27
H26 0.39 4.99 2.49
H27 1.28 3.28 4.29
H28 -1.24 4.26 -2.79
H29 -1.89 2.03 -4.08
H30 3.29 -3.94 0.55
H31 4.49 -6.01 0.09
H32 4.87 -9.52 -0.71
H33 4.99 -8.25 0.53
H34 5.18 -7.84 -1.21
H35 0.77 -7.99 -0.75
H36 -0.44 -5.89 -0.32
C49 -5.13 -1.52 2.80
O5 -4.40 -1.02 1.69
C50 -4.72 -1.66 0.48
C51 -3.80 -1.14 -0.59
O6 -2.49 -1.65 -0.28
C52 -0.13 -1.68 -1.06
C53 1.24 -0.96 -0.94
O7 1.11 0.39 -0.63
C54 2.38 1.01 -0.56
H37 -6.21 -1.38 2.65
H38 -4.82 -0.97 3.68
H39 -4.93 -2.59 2.94
H40 -5.75 -1.44 0.18
H41 -4.62 -2.75 0.58
H42 -3.81 -0.05 -0.60
H43 -4.12 -1.50 -1.57
H44 -0.09 -1.88 -2.12
H45 -1.29 -2.93 0.22
H46 1.71 -1.04 -1.92
H47 1.90 -1.47 -0.23
H48 2.92 0.88 -1.50
H49 2.97 0.58 0.26
H50 2.22 2.07 -0.37

Atomic partial charges in e from the Löwdin method, atoms 1 to 2:
1. Pb 1.6080
2. C -0.0498